No. 1
{"formula": "C2H2ClNO2S2", "method": "ωB97M-V/def2-TZVPD", "elements": ["C", "C", "N", "O", "O", "S", "S", "Cl", "H", "H"], "positions_angstrom": [[-0.089497, 0.385125, -0.879668], [-0.071186, -0.303094, 0.104543], [-0.929367, 3.136526, -0.231965], [-0.973643, 1.651374, 1.934732], [-0.895802, -0.519504, 3.022475], [-0.034203, 2.522516, 0.673125], [-1.767407, 0.590908, 2.736044], [-3.253870, 0.008402, 1.339125], [0.024937, 1.178441, -1.598069], [0.032796, -0.663755, 1.073909]], "forces_ev_per_angstrom": [[0.466, 0.108, -0.194], [0.312, 0.803, -1.340], [-0.253, 0.982, -0.799], [0.352, 0.588, 0.203], [-0.054, -0.376, -0.388], [-0.118, -0.170, 0.717], [-0.538, 0.119, 1.284], [0.269, -0.148, -0.194], [-0.310, -0.857, -0.237], [-0.126, -1.049, 0.948]], "homo_energy_ev": -10.03, "lumo_ev": -1.51, "charge": 0, "relative_energy_kj_mol": 388.3}

---

No. 2
{"formula": "C10H32BNOP2Zr", "method": "ωB97M-V/def2-TZVPD", "elements": ["Zr", "H", "H", "P", "C", "H", "H", "H", "C", "H", "H", "H", "C", "H", "H", "H", "C", "O", "H", "H", "H", "H", "B", "N", "H", "H", "C", "C", "P", "C", "C", "C", "C", "H", "H", "H", "H", "H", "H", "H", "H", "H", "H", "H", "H", "H", "H", "H"], "positions_angstrom": [[-0.657590, -0.060870, -0.838055], [0.310622, 3.155473, 0.046306], [1.320409, 1.136886, -0.510863], [-0.434243, 0.757218, -3.279951], [-2.088737, 1.220938, -3.901212], [-2.021140, 1.601140, -4.930804], [-2.727935, 0.328023, -3.869767], [-2.497512, 2.000000, -3.242556], [0.505094, 2.290749, -3.559993], [1.574649, 2.102421, -3.390591], [0.348207, 2.616586, -4.598117], [0.139995, 3.057958, -2.862972], [0.157121, -0.336193, -4.597315], [-0.456231, -1.247392, -4.587892], [0.072416, 0.161781, -5.573599], [1.205868, -0.585522, -4.389901], [0.474220, -1.850102, -1.362591], [0.983698, -2.858897, -1.668053], [2.540864, 1.302269, 0.617534], [2.792994, 1.806514, -0.943212], [1.998477, 4.036077, -0.560839], [1.762732, 3.447157, 1.364685], [1.522772, 3.219913, 0.198015], [2.102647, 1.759228, -0.188727], [-0.875936, 1.603694, -0.249256], [-2.076043, -0.964859, -1.315810], [1.820718, -2.968661, 2.318389], [0.322496, -2.663462, 2.389158], [-0.223447, -1.243686, 1.438643], [-2.071981, -1.271812, 1.612924], [-2.610840, -1.553721, 3.017014], [0.515590, 0.204362, 2.314083], [0.361309, 0.233221, 3.829395], [2.146773, -3.168196, 1.289863], [2.037069, -3.863987, 2.915785], [2.416947, -2.144308, 2.729655], [-0.259197, -3.541623, 2.065478], [0.018449, -2.448143, 3.424810], [-2.505019, -0.343876, 1.194769], [-2.399166, -2.093921, 0.953786], [-2.398074, -0.750306, 3.727755], [-3.700163, -1.659564, 2.956787], [-2.213833, -2.497662, 3.402136], [1.595307, 0.149691, 2.076512], [0.142414, 1.141217, 1.866872], [0.768041, -0.668019, 4.301127], [0.935591, 1.083353, 4.220392], [-0.676403, 0.368913, 4.150202]], "forces_ev_per_angstrom": [[-3.146, -0.157, 1.530], [-2.118, 0.324, -0.027], [1.499, 1.048, 0.392], [0.192, 0.650, -3.003], [-0.453, -0.213, 0.960], [0.207, -0.134, 0.301], [-0.024, 0.354, -0.108], [-0.156, -0.162, -0.310], [0.306, 0.068, 0.748], [-0.203, 0.222, -0.163], [0.027, -0.117, 0.290], [0.199, 0.003, -0.313], [0.258, -0.516, 0.422], [0.254, 0.126, -0.183], [-0.003, -0.080, 0.330], [-0.198, -0.110, -0.294], [4.364, -6.889, -2.532], [-2.656, 5.047, 1.650], [0.004, 0.068, -0.186], [-0.007, -0.015, 0.035], [-1.010, -0.152, -0.576], [-1.091, -0.408, 0.219], [3.707, 0.021, 0.290], [-0.308, -0.551, -0.176], [0.572, 2.151, 0.461], [-0.412, -0.239, -0.282], [0.213, 0.060, 0.000], [0.304, -1.027, -0.108], [-0.266, -0.230, 1.428], [0.198, -0.079, -0.800], [-0.193, 0.149, 0.467], [0.353, 0.270, -0.571], [-0.084, 0.144, 0.609], [-0.027, 0.006, 0.228], [-0.054, 0.275, -0.172], [-0.055, -0.203, -0.080], [0.066, 0.276, 0.033], [-0.016, -0.003, -0.313], [-0.114, 0.014, 0.121], [0.086, 0.242, 0.057], [-0.037, -0.205, -0.166], [0.228, 0.035, -0.052], [-0.096, 0.197, -0.053], [-0.312, -0.103, 0.068], [-0.019, -0.135, 0.159], [-0.101, 0.209, -0.113], [-0.146, -0.190, -0.102], [0.267, -0.040, -0.115]], "homo_energy_ev": [-20.17, -20.16], "spin_multiplicity": 2, "lumo_ev": [-12.73, -15.08], "charge": 3, "relative_energy_kj_mol": 0.0}

---

No. 3
{"formula": "C55H47Br3CsIN4O5P2", "method": "ωB97M-V/def2-TZVPD", "elements": ["Cs", "Br", "C", "C", "C", "Br", "C", "C", "C", "C", "N", "C", "C", "O", "H", "H", "H", "H", "C", "C", "P", "C", "C", "C", "C", "C", "C", "C", "C", "C", "C", "C", "C", "C", "P", "C", "C", "C", "C", "C", "C", "C", "C", "C", "C", "C", "C", "H", "H", "H", "H", "H", "H", "H", "H", "H", "H", "H", "H", "H", "H", "H", "H", "H", "H", "H", "H", "H", "H", "H", "H", "H", "H", "C", "O", "C", "C", "C", "Br", "C", "C", "C", "O", "C", "N", "C", "C", "C", "C", "C", "C", "N", "H", "H", "H", "H", "H", "H", "H", "H", "H", "H", "H", "I", "C", "C", "C", "C", "C", "N", "H", "H", "H", "H", "O", "H", "H", "O"], "positions_angstrom": [[-0.769788, 0.471852, 0.889774], [-3.298180, -7.702242, 6.784536], [-2.245318, -7.204380, 5.368957], [-2.218078, -8.200796, 4.313455], [-1.437202, -7.947418, 3.252936], [-1.034604, -9.280033, 1.851538], [-0.792607, -6.669781, 3.029586], [-0.193327, -6.289750, 1.788322], [0.396974, -5.066306, 1.588415], [0.392406, -4.218821, 2.691917], [-0.182194, -4.540789, 3.846199], [-0.740513, -5.722929, 4.062321], [-1.674911, -5.936545, 5.239189], [-1.889228, -4.964286, 6.005784], [-2.633885, -9.128604, 4.527546], [-0.277693, -7.024515, 0.968002], [0.850708, -4.773806, 0.602648], [0.836039, -3.133487, 2.565634], [3.851682, 2.930917, 0.516282], [4.607488, 4.224701, 0.895122], [3.325322, 5.615491, 0.932607], [2.817495, 5.983474, 2.623250], [2.989350, 7.114945, 3.463365], [2.315505, 7.219950, 4.702099], [1.491824, 6.211996, 5.152180], [1.194438, 5.109908, 4.352645], [1.874616, 4.958738, 3.111066], [4.382477, 7.099556, 0.634350], [5.725896, 7.202432, 0.973081], [6.489882, 8.302532, 0.537000], [5.873434, 9.453688, 0.058741], [4.515833, 9.411198, -0.165191], [3.756969, 8.280544, 0.148072], [3.072385, 3.073570, -0.824636], [1.715582, 1.750169, -1.218744], [2.557077, 0.646599, -2.579705], [3.929855, 0.366731, -2.436682], [4.649490, -0.367090, -3.356419], [4.127789, -0.754102, -4.556517], [2.770132, -0.431894, -4.779833], [1.983403, 0.177986, -3.762905], [0.427193, 2.624988, -2.226901], [-0.912460, 2.458513, -1.754434], [-1.853151, 3.268136, -2.431652], [-1.475431, 4.218047, -3.365387], [-0.184238, 4.287841, -3.891406], [0.834064, 3.554420, -3.198395], [3.153222, 2.648580, 1.266263], [4.457050, 2.031011, 0.531434], [5.126034, 4.560298, -0.026008], [5.143173, 4.122108, 1.820412], [3.663506, 7.887569, 3.045931], [2.475694, 8.079547, 5.311593], [1.112758, 6.279089, 6.167084], [0.478230, 4.415542, 4.746577], [1.577196, 4.094632, 2.523872], [6.213227, 6.281359, 1.326947], [7.493934, 8.234340, 0.823981], [6.414760, 10.453805, -0.263185], [3.947783, 10.313521, -0.425011], [2.722965, 8.278672, -0.133278], [3.776995, 3.192217, -1.639945], [2.522388, 3.962764, -0.701541], [4.498793, 0.566994, -1.479196], [5.713275, -0.557829, -3.136443], [4.662248, -1.358939, -5.294892], [2.305770, -0.732009, -5.698585], [1.014875, 0.553722, -4.040228], [0.939656, 1.614544, 3.055233], [-2.817684, 3.240553, -2.028303], [-2.313549, 4.776335, -3.710624], [-0.047654, 4.817763, -4.823803], [1.943476, 3.761432, -3.335080], [-6.390913, -1.304618, -3.044389], [-6.193987, -2.601356, -2.548505], [-5.667287, -3.655304, -3.394402], [-6.375687, -4.817505, -3.711067], [-5.955664, -5.726019, -4.619840], [-13.421670, -8.713656, -2.235971], [-4.656309, -5.514519, -4.983060], [-3.810720, -4.464141, -4.536225], [-4.361036, -3.393033, -3.701522], [-3.659213, -2.385624, -3.217583], [-2.400267, -4.410101, -4.971546], [-1.555879, -3.604542, -4.308822], [-0.334067, -3.795660, -5.076979], [1.009812, -3.397574, -4.985983], [1.938387, -3.751144, -5.907927], [1.666147, -4.593620, -6.937259], [0.413628, -5.140410, -7.042862], [-0.484396, -4.747170, -6.066284], [-1.834652, -5.024298, -6.014229], [-5.539913, -0.646572, -2.887578], [-7.162178, -1.002961, -2.462824], [-6.706714, -1.105083, -4.089043], [-7.428209, -4.934487, -3.394923], [-4.212449, -6.299049, -5.600631], [-2.646428, -2.492552, -3.496453], [1.605784, -2.718870, -4.357669], [2.926863, -3.277004, -5.871593], [2.378477, -4.713936, -7.715953], [-0.115820, -5.810711, -7.697577], [-2.097305, -5.949215, -6.161100], [-6.089971, -0.021356, 9.823003], [-4.998028, -0.092625, 7.981140], [-4.260218, -1.242259, 7.631317], [-3.310056, -0.999929, 6.574880], [-3.134260, 0.231432, 6.062205], [-4.033231, 1.219834, 6.427368], [-4.905090, 1.104598, 7.420543], [-4.436675, -2.249389, 8.154292], [-2.680374, -1.751528, 6.186446], [-2.497119, 0.316191, 5.196330], [-4.039361, 2.223010, 5.928707], [-0.357894, -2.774257, 7.142922], [0.161430, -2.611158, 6.272161], [-0.835416, -3.670739, 6.895799], [0.367299, 2.129971, 2.531635]], "forces_ev_per_angstrom": [[-0.257, -0.218, 0.217], [-0.850, 0.115, 1.396], [0.247, -1.231, -2.545], [1.723, 2.358, 1.447], [0.905, 0.361, -2.112], [-0.616, 0.120, 0.829], [0.707, -0.613, -0.952], [-0.488, -1.271, -0.324], [0.282, -0.204, -0.641], [0.302, 1.880, 0.509], [0.873, 1.642, 0.002], [-1.948, -0.836, -0.339], [0.939, 1.481, 0.351], [0.094, -0.170, 0.409], [-0.811, -1.476, 0.006], [0.217, 0.641, 0.464], [-0.585, -0.325, 1.159], [-0.818, -2.169, 0.571], [-0.371, -0.569, -0.584], [-1.860, 0.287, -1.283], [0.564, 1.013, -0.153], [-2.322, -1.770, 2.537], [0.189, -0.521, -1.155], [0.923, -0.325, -1.294], [-0.002, -0.070, 0.027], [1.558, 0.544, -0.923], [-0.065, 1.646, 0.789], [-0.812, 1.126, 0.213], [0.276, -0.623, -1.580], [-1.325, -0.177, 1.285], [1.328, 1.685, -1.139], [-1.521, 0.257, 0.834], [1.310, -0.784, -0.513], [0.178, -1.673, 0.151], [1.410, -0.898, -0.550], [0.832, 0.886, 0.443], [0.214, -0.271, 2.027], [1.718, 0.219, 0.436], [-1.999, -0.246, -0.893], [0.296, -0.209, 1.410], [0.947, 0.867, -1.081], [0.465, -0.487, 2.061], [1.720, 2.557, -4.001], [1.373, -1.183, 2.431], [0.282, -1.126, -0.431], [0.343, -0.881, 1.195], [-0.742, 0.779, -0.743], [-1.021, 0.228, 0.919], [0.800, 0.051, -0.398], [0.655, -0.291, 0.819], [0.695, 0.056, 0.081], [-0.517, -0.198, 0.736], [0.189, 0.511, 0.332], [-0.314, 0.045, -0.177], [-0.077, -0.616, -0.386], [0.105, -0.138, -0.147], [0.032, 0.725, 0.109], [1.570, 0.370, -0.094], [-0.779, -2.405, 0.922], [0.469, -0.333, -0.285], [-0.502, -0.101, 0.157], [0.046, -0.007, -0.385], [-0.890, 1.156, -0.277], [-0.955, 0.230, -1.110], [-0.614, -0.028, -0.065], [0.023, 0.445, 0.283], [-0.250, 0.036, -0.317], [-0.563, -0.363, 0.036], [1.204, -0.834, 1.232], [-1.661, 0.165, 0.039], [-0.170, 0.649, -0.723], [0.488, 0.450, 0.313], [-1.632, -0.584, -0.178], [1.553, 0.105, -1.739], [-0.124, -2.850, -1.031], [-1.163, 2.860, 1.962], [-3.367, 0.948, 0.547], [2.094, 1.558, 0.746], [-0.035, -0.008, -0.042], [1.773, -1.288, -1.138], [-0.674, 0.336, -0.247], [1.882, -3.542, -2.041], [1.841, 0.446, -0.405], [-0.268, 2.219, 2.546], [1.415, -0.731, -2.448], [1.141, 0.262, 1.637], [0.682, 2.058, 1.662], [1.129, 0.248, -0.433], [-0.398, -1.010, -1.833], [-1.367, -0.079, 1.109], [-1.226, 1.131, 0.337], [-0.302, -0.917, -0.609], [0.377, -0.141, 0.177], [-2.423, 1.523, 1.764], [0.186, -1.059, 0.163], [0.617, 0.539, 0.403], [0.255, 0.285, -0.081], [-2.130, -0.300, 0.368], [-1.846, 0.079, 0.893], [-0.382, -0.324, 0.171], [0.615, -0.433, -0.468], [1.061, -0.291, -1.042], [-0.987, -1.693, -0.920], [0.003, -0.318, -0.443], [0.816, -0.501, 0.795], [0.001, 0.159, -0.342], [-1.301, -1.625, 2.363], [-1.004, 0.946, -1.222], [0.167, 1.828, -0.356], [-0.042, -0.625, -0.281], [0.486, 1.780, -1.074], [0.460, -1.214, 0.028], [0.336, 0.484, 0.136], [0.159, -0.991, 0.428], [0.268, -1.653, -2.775], [-1.370, -0.507, 2.209], [0.916, 1.993, 0.302], [-0.979, 0.959, -1.177]], "homo_energy_ev": [-2.40, -2.40], "lumo_ev": [1.38, 0.27], "charge": -2, "relative_energy_kj_mol": 419.8}

---

No. 4
{"formula": "C6H10", "method": "ωB97M-V/def2-TZVPD", "elements": ["C", "C", "C", "C", "C", "C", "H", "H", "H", "H", "H", "H", "H", "H", "H", "H"], "positions_angstrom": [[-0.155862, -2.067244, 2.345875], [-0.397614, -0.862775, 1.528247], [0.424155, -0.328416, 0.623218], [0.052990, 0.600667, -0.446702], [0.580583, 0.856519, -1.664680], [-0.146069, 1.916471, -2.444385], [0.228101, -1.741783, 3.364727], [0.668880, -2.738335, 2.039682], [-1.084726, -2.677815, 2.368915], [-1.416920, -0.519879, 1.686460], [1.502065, -0.501905, 0.522544], [-0.667459, 1.199904, -0.102939], [1.420223, 0.370878, -2.024065], [-0.651308, 1.364221, -3.145189], [-0.830672, 2.448436, -1.777337], [0.473635, 2.681057, -2.874371]], "forces_ev_per_angstrom": [[1.342, -0.590, 1.695], [0.094, -0.046, -0.716], [1.097, 0.008, -1.139], [2.598, -1.395, -0.630], [-2.107, 1.223, 2.916], [1.173, 0.613, 1.857], [-1.101, -0.561, -0.643], [-0.412, 0.470, -0.469], [0.661, 0.431, 0.480], [-0.008, 0.392, -0.647], [-0.304, -1.162, 0.532], [-3.302, 2.430, 0.634], [1.479, -1.021, -0.856], [-1.596, -0.626, -2.267], [-0.114, -0.274, -0.224], [0.500, 0.107, -0.525]], "homo_energy_ev": -8.27, "smiles": "C/C=C/C=C/C", "lumo_ev": 1.23, "charge": 0, "relative_energy_kj_mol": 177.0}